{
  "formula": "C5H13NO",
  "method": "wB97M-V/def2-TZVPD",
  "species": ["C", "C", "O", "N", "H", "H", "H", "H", "H", "C", "C", "C", "H", "H", "H", "H", "H", "H", "H", "H"],
  "positions_angstrom": [[-0.8627, -2.1179, -1.3987], [0.4868, -1.5855, -0.9841], [0.9591, -1.8309, 0.1014], [1.2181, -1.0042, -2.0032], [-1.0100, -3.1930, -1.4430], [-1.1740, -1.6883, -2.3557], [1.9844, -0.4204, -1.7133], [0.7880, -0.8006, -2.8893], [-1.5154, -1.8400, -0.5731], [-0.1571, 1.6484, 1.7471], [-1.6913, 1.5280, 1.6927], [0.3745, 2.7887, 0.8305], [0.3899, 1.7372, 2.6806], [0.3018, 0.7164, 1.3925], [-2.0991, 2.0402, 0.8159], [0.7247, 3.5581, 1.4843], [0.9865, 2.4728, -0.0021], [-2.3053, 1.8914, 2.5153], [-1.9816, 0.4858, 1.5364], [-0.4781, 3.2258, 0.2554]],
  "forces_ev_per_angstrom": [[-0.6, 0.6, 0.1], [0.6, -1.7, -1.1], [0.0, 0.7, 0.4], [-0.4, 0.3, 0.6], [0.8, -0.2, -0.1], [-0.3, 0.0, 0.3], [0.2, -0.1, -0.1], [0.0, 0.1, 0.2], [-0.4, 0.4, -0.2], [0.8, -0.2, -1.4], [-0.3, -0.5, -0.1], [-2.2, -0.1, -0.4], [-0.8, 0.3, 0.7], [-0.5, 0.0, -0.2], [0.3, 0.1, 0.0], [0.9, 0.7, -0.2], [1.0, -0.1, 0.4], [0.4, 0.1, 0.4], [0.0, 0.0, 0.2], [0.4, -0.1, 0.6]],
  "relative_energy_kj_mol": 74.2,
  "smiles": "CC(N)=O.CCC",
  "energy_ha": -328.2906,
  "e_homo_ev": -9.95,
  "homo_lumo_gap_ha": 0.3942
}

{
  "formula": "C12H19N3O4",
  "method": "wB97M-V/def2-TZVPD",
  "species": ["O", "O", "O", "O", "C", "C", "C", "C", "C", "C", "C", "C", "N", "N", "N", "C", "C", "C", "C", "H", "H", "H", "H", "H", "H", "H", "H", "H", "H", "H", "H", "H", "H", "H", "H", "H", "H", "H"],
  "positions_angstrom": [[-1.9024, 1.8082, -0.1574], [1.8756, 0.7371, -0.8940], [-1.6204, 2.4380, 2.4675], [0.4958, 0.5596, -4.1172], [-1.1489, 1.4275, -1.0425], [1.6223, -0.2249, -1.6092], [0.5402, -0.5151, 2.5930], [0.0111, 0.7192, 2.2074], [-0.0165, -1.1911, 3.6838], [-1.5947, 0.6083, 4.0038], [-1.0620, 1.2754, 2.9038], [-1.0770, -0.6251, 4.3891], [-1.6241, -1.2981, 5.4622], [2.6354, -0.9859, -2.0368], [-0.8579, 0.1247, -1.1500], [-0.6164, 2.4623, -2.0155], [2.5768, -2.1753, -2.8861], [-0.1690, -0.5024, -3.4689], [0.1594, -0.5767, -1.9667], [-1.7056, 2.3810, 1.4880], [0.1981, 1.3935, -3.7416], [1.3789, -0.9421, 2.0506], [0.4409, 1.2508, 1.3644], [0.3885, -2.1487, 3.9904], [-2.4242, 1.0549, 4.5373], [-1.3874, -2.2803, 5.5732], [-2.5202, -0.9709, 5.8155], [3.5469, -0.6625, -1.7478], [-1.2964, -0.4251, -0.4268], [0.4630, 2.3837, -2.1119], [-0.8444, 3.4507, -1.6178], [-1.1230, 2.3521, -2.9706], [1.7998, -2.8588, -2.5412], [3.5356, -2.6955, -2.8527], [2.3788, -1.8837, -3.9200], [-1.2470, -0.4044, -3.6072], [0.1394, -1.4331, -3.9448], [0.0511, -1.6275, -1.7034]],
  "forces_ev_per_angstrom": [[-0.3, -0.1, 0.1], [-0.5, 0.0, -0.2], [-0.2, 0.0, 0.0], [0.3, -0.2, -0.4], [0.0, 1.2, 0.1], [-0.1, 1.4, 0.8], [-0.7, 0.3, 0.5], [0.5, -0.4, -0.2], [0.5, 0.1, -0.5], [0.1, 0.4, -0.2], [0.0, -0.4, -0.3], [0.0, -0.1, -0.2], [-0.2, -0.2, 0.6], [0.3, -1.2, -0.6], [1.1, -1.1, -0.5], [0.1, -0.2, 0.4], [-0.1, 0.5, 0.0], [0.3, 0.3, 0.1], [-0.7, -0.1, 0.1], [0.1, 0.1, 0.5], [0.1, -0.1, -0.1], [-0.1, 0.1, 0.1], [0.0, 0.0, 0.1], [0.0, 0.0, 0.0], [-0.1, 0.0, 0.0], [-0.4, 0.6, 0.0], [0.5, -0.4, -0.2], [-0.2, 0.1, 0.0], [0.1, 0.1, 0.2], [0.1, -0.1, -0.1], [-0.1, -0.2, 0.0], [-0.1, 0.1, -0.2], [0.0, 0.0, 0.0], [-0.1, 0.1, 0.1], [0.0, -0.2, 0.0], [-0.1, -0.2, 0.2], [0.1, 0.2, -0.2], [-0.2, -0.1, 0.2]],
  "relative_energy_kj_mol": 31.7,
  "smiles": "CNC(=O)[C@H](CO)NC(C)=O.Nc1cccc(O)c1",
  "energy_ha": -933.9147,
  "e_homo_ev": -7.38,
  "homo_lumo_gap_ha": 0.2861
}

{
  "formula": "C3H3Cl3N4O2",
  "method": "wB97M-V/def2-TZVPD",
  "species": ["C", "C", "C", "N", "N", "N", "N", "O", "O", "Cl", "Cl", "Cl", "H", "H", "H"],
  "positions_angstrom": [[1.5464, -0.8129, -0.3153], [-0.8352, -0.2833, 0.8186], [-2.0819, -0.1342, -0.0313], [0.8738, -1.8209, 0.5170], [-0.2108, -1.4823, 0.9944], [0.7540, 0.3756, -0.6258], [1.2741, 1.5846, -0.3890], [2.4334, 1.7623, -0.0782], [0.5549, 2.5106, -0.5824], [-2.4325, 1.5743, -0.3490], [-1.8290, -0.9086, -1.5914], [-3.5586, -0.7973, 0.8053], [2.4406, -0.6190, 0.2964], [2.0061, -1.3212, -1.1898], [-0.9353, 0.3724, 1.7205]],
  "forces_ev_per_angstrom": [[1.1, 1.7, -0.2], [0.7, 1.3, -0.3], [-0.7, 0.0, -0.9], [-1.6, 0.1, 0.2], [0.8, 0.2, -0.5], [-1.5, -3.8, 1.2], [1.2, 0.8, 0.6], [1.5, -1.2, 0.4], [-2.1, 1.6, -0.4], [0.3, -0.2, 0.4], [-0.3, -0.5, 0.1], [1.0, 0.0, -0.2], [-0.1, 0.4, 0.0], [-1.0, 0.1, 0.3], [0.6, -0.5, -0.7]],
  "relative_energy_kj_mol": 378.4,
  "energy_ha": -1865.9381,
  "e_homo_ev": [-10.17, -10.17],
  "homo_lumo_gap_ha": [0.3056, 0.3056]
}

{
  "formula": "C24H55BrCaN3O4",
  "method": "wB97M-V/def2-TZVPD",
  "species": ["Ca", "Br", "C", "C", "O", "H", "H", "H", "H", "H", "H", "C", "C", "C", "C", "C", "C", "N", "O", "C", "C", "C", "H", "H", "H", "H", "H", "H", "H", "H", "H", "H", "H", "H", "H", "H", "H", "H", "H", "H", "H", "C", "C", "C", "C", "C", "C", "N", "O", "C", "C", "C", "H", "H", "H", "H", "H", "H", "H", "H", "H", "H", "H", "H", "H", "H", "H", "H", "H", "H", "H", "C", "C", "C", "O", "C", "N", "H", "H", "H", "H", "H", "H", "H", "H", "H", "H", "H"],
  "positions_angstrom": [[-1.9171, -4.1807, -1.9065], [-0.4290, -2.2958, -0.3829], [-0.7214, -2.3785, 4.7885], [-0.8886, -1.6432, 3.4285], [0.3846, -1.2671, 2.9411], [-0.5405, -1.7391, 5.6513], [0.0635, -3.1302, 4.7104], [-1.6606, -2.8866, 5.0237], [-1.5558, -0.8035, 3.6371], [-1.3763, -2.3501, 2.7520], [0.3262, -1.3709, 1.9838], [-5.3323, 1.7046, 1.6820], [-4.4957, 1.4804, 0.4029], [-4.5809, 2.8237, -0.3749], [-3.7680, 3.9402, 0.2735], [-2.3249, 3.4863, 0.4547], [-2.1339, 2.1091, 1.1463], [-3.1055, 1.1447, 0.6559], [-2.9226, -0.1531, 1.1508], [-0.7143, 1.6989, 0.7396], [-2.1772, 2.1780, 2.6941], [-5.1539, 0.4354, -0.4577], [-5.2953, 0.8399, 2.3484], [-6.3726, 1.9733, 1.4985], [-4.8989, 2.5356, 2.2391], [-4.1103, 2.5727, -1.3311], [-5.6292, 3.1109, -0.4174], [-4.2333, 4.2627, 1.2079], [-3.8047, 4.8475, -0.3338], [-1.8897, 4.2323, 1.1236], [-1.7814, 3.5091, -0.4896], [-0.6075, 1.5121, -0.3329], [0.0541, 2.4261, 1.0094], [-0.3473, 0.7960, 1.2422], [-1.4137, 1.6326, 3.2491], [-2.3108, 3.2168, 3.0048], [-3.0692, 1.7177, 3.1295], [-4.5052, 0.1704, -1.2956], [-6.0708, 0.8441, -0.8922], [-5.5242, -0.4357, 0.0865], [-2.0807, -0.4405, 0.7855], [2.6341, -0.2397, 1.0889], [3.7300, -0.4958, 0.0492], [5.0893, -0.1332, 0.6839], [5.5505, -1.0947, 1.7720], [5.5734, -2.4805, 1.1130], [4.2561, -2.9321, 0.4601], [3.8418, -1.8688, -0.4807], [2.7714, -2.2864, -1.2937], [4.6103, -4.1927, -0.3220], [3.2041, -3.2954, 1.5379], [3.5306, 0.4901, -1.1155], [2.7958, -0.6244, 2.0910], [1.7208, -0.6726, 0.6653], [2.4644, 0.8326, 1.1998], [5.8540, -0.0505, -0.0906], [4.9816, 0.8163, 1.2187], [4.8044, -1.1132, 2.5670], [6.5217, -0.7604, 2.1301], [5.7180, -3.1702, 1.9522], [6.3998, -2.6041, 0.4137], [3.7582, -4.7116, -0.7667], [5.1750, -3.8982, -1.2127], [5.2445, -4.8967, 0.2137], [2.1849, -3.3593, 1.1431], [3.3425, -4.2953, 1.9577], [3.1963, -2.6257, 2.3957], [4.1668, 0.2104, -1.9502], [3.8484, 1.4634, -0.7368], [2.4818, 0.5839, -1.3915], [1.9493, -2.2159, -0.7777], [-2.4414, 1.6826, -4.3437], [-1.7403, 0.4026, -3.8954], [-0.2193, 0.5745, -3.9667], [0.1165, 0.5915, -5.3567], [1.5058, 0.7600, -5.5279], [-2.1521, 0.0001, -2.5298], [-3.4468, 1.6759, -3.9246], [-2.3661, 1.7289, -5.4288], [-1.9049, 2.5762, -4.0127], [-2.1289, -0.3650, -4.5698], [0.2177, -0.3135, -3.4951], [0.0616, 1.5095, -3.4778], [1.7532, 0.9441, -6.5749], [2.0211, -0.1674, -5.2559], [1.8961, 1.6169, -4.9779], [-1.4168, -0.5407, -2.0738], [-2.2402, 0.8181, -1.9297]],
  "forces_ev_per_angstrom": [[0.9, 1.7, 1.0], [-1.1, -1.4, -0.9], [-0.4, -0.1, -0.6], [-0.1, -0.9, 2.0], [-0.3, 0.1, -0.4], [0.3, 0.3, -0.3], [0.0, 0.0, 0.1], [0.0, -0.1, -0.1], [0.1, 0.2, -0.6], [-0.1, 0.2, -0.2], [0.4, 0.2, 0.2], [0.5, -0.1, 0.6], [-1.0, 0.9, 1.0], [1.2, -0.5, 0.5], [-0.3, -0.3, -0.3], [-0.7, 0.4, 1.0], [0.5, -0.1, 0.7], [0.5, 0.8, -2.5], [-0.4, -0.2, 0.9], [0.7, -0.9, 0.0], [-1.2, 0.3, 0.6], [-0.6, -0.4, -0.6], [-0.1, -0.1, -0.1], [0.0, -0.2, -0.3], [-0.1, 0.0, 0.1], [-0.5, 0.4, -0.4], [0.0, -0.2, -0.5], [0.2, -0.3, 0.2], [0.1, -0.1, -0.2], [0.5, -0.1, -0.2], [-0.1, -0.1, -0.1], [-0.2, 0.1, -0.1], [-0.3, 0.4, 0.1], [-0.3, -0.1, 0.1], [0.6, 0.5, -0.4], [0.7, 0.0, 0.3], [-0.2, -0.1, -0.6], [0.0, -0.3, 0.1], [0.1, 0.2, 0.0], [0.5, -0.2, 0.1], [0.0, 0.0, -0.3], [-0.5, -0.1, -0.5], [0.6, 0.4, 0.1], [-0.1, 0.2, 0.8], [-0.7, -0.5, -1.8], [0.1, -0.3, 1.6], [0.0, -0.1, 0.3], [0.9, -0.2, 0.3], [-0.4, 0.3, 0.2], [0.1, 0.1, -1.4], [-0.2, -0.2, 0.2], [0.0, -0.1, 0.6], [0.1, -0.2, -0.1], [-0.2, 0.1, 0.3], [0.0, 0.0, -0.1], [0.0, 0.1, 0.0], [-0.1, 0.3, -0.6], [0.3, 0.1, 0.3], [0.0, -0.3, 0.3], [0.3, -0.4, -0.3], [0.0, 0.2, -0.1], [-0.2, 0.0, 0.5], [0.2, 0.1, 0.1], [-0.2, 0.1, 0.4], [0.0, 0.3, -0.2], [0.5, 0.0, -0.2], [-0.1, 0.1, -0.1], [-0.1, 0.0, -0.2], [0.0, 0.1, -0.2], [0.0, -0.2, -0.3], [0.2, -0.1, 0.0], [0.6, -0.1, 0.3], [-0.1, 0.5, 0.6], [-1.1, -1.0, -1.4], [0.1, 0.4, 0.6], [0.4, -0.3, -0.5], [0.3, 0.1, 0.0], [-0.2, 0.2, -0.5], [-0.6, 0.0, 0.0], [-0.1, 0.0, 0.4], [0.6, -0.2, -0.1], [0.5, 0.2, 0.2], [0.2, -0.1, 0.2], [-0.4, 0.0, -0.1], [0.2, 0.2, 0.3], [0.0, 0.0, 0.3], [-0.1, 0.1, -0.2], [-0.3, 0.0, 0.1]],
  "energy_ha": -4663.9357,
  "e_homo_ev": -9.83,
  "total_charge": 1,
  "homo_lumo_gap_ha": 0.1161
}

{
  "formula": "C20H25O10",
  "method": "wB97M-V/def2-TZVPD",
  "species": ["C", "C", "C", "O", "C", "O", "O", "C", "O", "O", "O", "C", "C", "C", "C", "C", "C", "C", "H", "H", "H", "H", "H", "H", "H", "H", "H", "H", "H", "H", "H", "O", "C", "O", "C", "C", "C", "H", "H", "H", "H", "H", "H", "O", "C", "O", "C", "C", "C", "H", "H", "H", "H", "H", "H"],
  "positions_angstrom": [[3.8727, -0.2106, -2.2120], [2.7350, 0.4049, -1.3775], [2.7099, 1.9155, -1.4849], [2.2189, 2.2748, -2.7616], [2.2688, 3.6501, -2.9849], [3.2746, 4.1713, -3.3945], [1.1246, 4.1864, -2.6650], [0.6115, 5.3660, -3.5351], [1.0725, 6.4306, -3.1979], [-0.0817, 4.9319, -4.4425], [1.4711, -0.0956, -1.7695], [1.0997, -1.2981, -1.1489], [0.7273, -1.1800, 0.3083], [0.7339, -2.3054, 1.1272], [0.4009, -2.1996, 2.4681], [0.0701, -0.9710, 3.0194], [0.0501, 0.1514, 2.2033], [0.3814, 0.0459, 0.8589], [3.5011, -0.9834, -2.8797], [4.6146, -0.6713, -1.5578], [4.3898, 0.5628, -2.7750], [2.9293, 0.1942, -0.3196], [3.7280, 2.2936, -1.3491], [2.0721, 2.3397, -0.7038], [0.2255, -1.6500, -1.7007], [1.8770, -2.0600, -1.2830], [1.0001, -3.2651, 0.7016], [0.4235, -3.0832, 3.0922], [-0.1698, -0.8633, 4.0668], [-0.2123, 1.1173, 2.6102], [0.3690, 0.9184, 0.2200], [-1.1265, 1.2091, 4.9553], [-1.7293, 0.9620, 5.9537], [-1.1547, 0.3360, 7.0128], [-2.1331, 0.0695, 8.0288], [-3.2585, 1.0684, 7.7758], [-3.1925, 1.2301, 6.2575], [-2.4672, -0.9649, 7.9211], [-1.6595, 0.1865, 9.0003], [-4.2214, 0.7287, 8.1512], [-3.0240, 2.0184, 8.2574], [-3.7893, 0.4816, 5.7342], [-3.4720, 2.2201, 5.9103], [-1.2309, -4.7034, -3.8221], [-1.2751, -3.6593, -4.4051], [-0.1946, -2.8667, -4.5572], [-0.5560, -1.6251, -5.1956], [-1.8494, -1.9309, -5.9433], [-2.4826, -2.9941, -5.0454], [-0.6865, -0.8668, -4.4222], [0.2601, -1.3228, -5.8452], [-2.4649, -1.0485, -6.1013], [-1.6204, -2.3634, -6.9185], [-3.0873, -2.5544, -4.2507], [-3.0739, -3.7284, -5.5849]],
  "forces_ev_per_angstrom": [[0.1, 0.0, 0.4], [0.5, 0.1, -0.1], [-0.2, 0.0, -0.2], [0.3, 0.0, 0.2], [-0.4, 0.3, 0.3], [-0.1, -0.1, -0.1], [0.2, -0.8, 0.2], [0.5, 0.5, -1.5], [-0.2, 0.3, 0.5], [-0.2, 0.0, 0.5], [-0.3, 0.1, 0.2], [-0.1, -0.2, -0.3], [0.2, 0.0, 0.2], [0.0, 0.1, -0.1], [0.1, -0.1, 0.1], [0.0, 0.1, -0.2], [0.1, 0.0, -0.1], [-0.1, 0.0, 0.0], [-0.1, 0.1, -0.1], [0.0, -0.1, 0.0], [-0.1, 0.0, -0.3], [-0.2, -0.1, 0.1], [0.1, 0.0, 0.1], [-0.1, 0.0, 0.0], [0.0, -0.1, -0.1], [0.1, -0.1, 0.1], [0.0, -0.1, 0.0], [0.0, -0.1, 0.0], [0.0, -0.1, 0.0], [0.0, 0.0, 0.1], [0.0, 0.1, 0.0], [0.0, 0.1, 0.1], [-0.2, -0.1, -0.1], [0.0, 0.0, 0.1], [-0.1, 0.0, 0.0], [0.0, 0.0, -0.1], [0.1, 0.1, 0.3], [0.0, 0.0, 0.0], [0.1, 0.0, 0.0], [0.0, -0.1, 0.0], [0.0, 0.0, 0.0], [0.0, 0.0, -0.1], [0.0, 0.0, -0.1], [0.0, -0.1, 0.0], [-0.1, 0.1, 0.1], [0.1, 0.0, 0.0], [-0.1, 0.1, 0.0], [0.0, -0.1, 0.1], [0.2, 0.1, -0.3], [0.0, 0.0, 0.0], [0.1, -0.1, 0.0], [0.0, 0.0, 0.1], [0.0, 0.0, 0.0], [0.0, 0.0, 0.0], [-0.1, 0.0, 0.1]],
  "energy_ha": -1529.6104,
  "e_homo_ev": -5.12,
  "total_charge": -1,
  "homo_lumo_gap_ha": 0.2574
}

{
  "formula": "C2H6N4O2",
  "method": "wB97M-V/def2-TZVPD",
  "species": ["C", "C", "H", "H", "H", "H", "H", "H", "N", "N", "N", "N", "O", "O"],
  "positions_angstrom": [[0.8929, 0.3129, -0.4064], [0.0952, -1.6481, 0.8748], [-0.4945, 2.4632, 1.0051], [-1.0550, 3.1474, -1.1970], [1.1667, 2.0519, -1.4681], [-1.6945, 0.6911, 0.2451], [-2.0156, -1.0458, 0.1301], [1.0830, -2.0550, 1.2253], [-0.5845, 1.9863, -0.5742], [0.5127, 1.4746, -1.0767], [-0.2462, -0.5059, 0.1564], [-1.5074, -0.2982, -0.3002], [2.1271, 0.3168, -0.0864], [-0.8946, -2.2966, 1.3128]],
  "forces_ev_per_angstrom": [[2.8, 0.7, 2.1], [-3.7, -1.8, 2.1], [0.3, -0.6, -3.5], [2.4, -4.5, 2.4], [2.6, 1.3, -0.7], [-0.6, -3.2, -2.1], [-0.7, -0.6, 0.4], [-0.3, 1.5, -1.2], [-4.2, 6.5, 1.5], [-2.3, -2.1, 0.5], [7.4, 0.6, -1.0], [-1.6, 3.4, 1.5], [-4.3, -1.9, -0.9], [2.3, 1.0, -1.1]],
  "relative_energy_kj_mol": 726.3,
  "energy_ha": -449.0445,
  "e_homo_ev": -9.03,
  "homo_lumo_gap_ha": 0.3034
}